Density functional theory data (ωB97M-V with the def2-TZVPD basis set) for C3H4FNS in the gas phase at a distorted geometry.

```
! wB97M-V def2-TZVPD RIJCOSX def2/J DEFGRID3
* xyz 0 1
F 1.8484 -0.3982 -1.0819
C 0.5748 -1.1102 -1.4048
C -0.4333 -0.6393 -0.6088
N 0.0392 0.3522 0.4810
C -0.5683 1.0075 1.4017
S -0.1107 2.3501 2.2052
H 0.6598 -1.8327 -2.2983
H -1.3839 -1.0186 -0.4027
H 0.9378 0.4944 0.3710
H -1.5638 0.7948 1.3376
*
```

Properties
Molecular weight, g mol⁻¹: 105.14
Frontier orbital gap, eV: 8.608
LUMO, hartree: 0.007
ΔE to the lowest compared entry with this formula, charge and spin, eV: 2.109
Max |F|, eV/A: 6.45
SMILES string: F/C=C\NC=S

Here are the natural (NBO) charges for atoms 1 to 2, given in e: atom 1 (F): -0.384, atom 2 (C): 0.173

=====

Density functional theory data (ωB97M-V with the def2-TZVPD basis set) for 7 unconnected molecules or ions with the total composition C28H59N2O11 at a distorted geometry.

```
! wB97M-V def2-TZVPD RIJCOSX def2/J DEFGRID3
* xyz -1 1
O 4.1838 -1.3633 3.3290
N 4.3857 -2.0842 2.4328
O 3.9617 -1.5026 1.2146
C 2.5396 -1.6212 1.0230
C 2.1225 -0.6155 -0.0491
N 0.6455 -0.5010 -0.0737
C -0.0141 -1.6896 -0.5818
O -0.9738 -2.2606 0.3176
C -2.0343 -1.4254 0.6032
C -2.0974 -0.9059 1.8888
C -3.1177 -0.0385 2.2489
C -4.0639 0.3149 1.2973
C -4.0024 -0.2170 0.0209
C -2.9911 -1.0976 -0.3493
C 2.6290 0.8175 0.3043
O 2.7998 1.0865 1.5088
O 2.7636 1.5825 -0.6796
H 2.3384 -2.6414 0.6688
H 2.0064 -1.4493 1.9579
H 2.4564 -0.9101 -1.0423
H 0.3797 -0.3113 0.8880
H 0.6721 -2.4853 -0.8606
H -0.5486 -1.4094 -1.4992
H -1.3364 -1.1673 2.6134
H -3.1174 0.3609 3.2510
H -4.8410 1.0207 1.5677
H -4.7333 0.0719 -0.7249
H -2.9268 -1.4955 -1.3525
C 3.2706 0.9921 -4.7555
C 1.9260 1.6562 -4.4849
C 2.0915 3.1508 -4.2455
O 1.3000 1.0562 -3.3671
H 3.9278 1.1124 -3.8909
H 3.1382 -0.0782 -4.9211
H 3.7625 1.4238 -5.6314
H 1.2605 1.4923 -5.3374
H 2.7163 3.3232 -3.3655
H 1.1220 3.6122 -4.0497
H 2.5498 3.6475 -5.1052
H 1.8830 1.2060 -2.6044
C -2.0508 -4.8947 -3.5106
C -0.5336 -4.7790 -3.4872
C 0.1307 -6.0897 -3.8839
O -0.0951 -4.3736 -2.1960
H -2.3855 -5.6516 -2.7950
H -2.5085 -3.9478 -3.2233
H -2.4138 -5.1723 -4.5019
H -0.2178 -3.9891 -4.1700
H -0.1410 -6.8819 -3.1801
H 1.2160 -5.9885 -3.8605
H -0.1697 -6.4008 -4.8861
H -0.3603 -5.0472 -1.5604
C -5.4210 -0.1869 6.9805
C -3.9906 0.3260 6.8996
C -3.8420 1.6774 7.5822
O -3.5764 0.4130 5.5393
H -6.1016 0.5025 6.4728
H -5.5070 -1.1551 6.4864
H -5.7472 -0.2929 8.0166
H -3.3189 -0.3941 7.3689
H -4.4755 2.4225 7.0927
H -2.8121 2.0274 7.5132
H -4.1233 1.6238 8.6353
H -4.1515 1.0445 5.0930
C 2.6239 6.7988 -5.9769
C 1.3224 7.5685 -6.1382
C 1.2697 8.7692 -5.2043
O 0.2092 6.7107 -5.9003
H 2.7174 6.4141 -4.9581
H 2.6453 5.9412 -6.6498
H 3.4890 7.4298 -6.1892
H 1.2216 7.9064 -7.1711
H 1.3232 8.4424 -4.1626
H 0.3312 9.3102 -5.3306
H 2.0970 9.4557 -5.3928
H 0.2711 6.3874 -4.9944
C -5.7045 -5.5056 1.3485
C -4.4539 -4.6398 1.4189
C -3.4861 -5.1463 2.4777
O -4.8035 -3.2869 1.6845
H -6.2358 -5.4845 2.3046
H -6.3870 -5.1283 0.5859
H -5.4582 -6.5430 1.1142
H -3.9583 -4.6335 0.4465
H -3.9533 -5.1137 3.4666
H -2.5990 -4.5134 2.5119
H -3.1762 -6.1737 2.2763
H -5.2469 -3.2619 2.5393
C 5.3919 3.0318 3.1252
C 6.3438 1.8780 3.4084
C 6.7659 1.1906 2.1172
O 5.7284 0.9385 4.2839
H 4.4842 2.6637 2.6375
H 5.0934 3.5152 4.0573
H 5.8556 3.7783 2.4765
H 7.2277 2.2473 3.9352
H 5.8911 0.7802 1.6055
H 7.4445 0.3621 2.3304
H 7.2656 1.8875 1.4412
H 4.9496 0.6043 3.8245
*
```

Properties
Molecular weight, g mol⁻¹: 599.78
Frontier orbital gap, eV: 7.033
LUMO, hartree: 0.079
Max |F|, eV/A: 1.12

Here are the Mulliken charges for atoms 1 to 2, given in e: atom 1 (O): -0.203, atom 2 (N): 0.001

=====

Density functional theory data (ωB97M-V with the def2-TZVPD basis set) for 10 unconnected molecules or ions with the total composition C45H115N5O15S5 at a distorted geometry.

```
! wB97M-V def2-TZVPD RIJCOSX def2/J DEFGRID3
* xyz 0 1
C -16.1708 14.5007 -14.6346
C -15.1523 14.7069 -13.5128
O -15.6599 13.9909 -12.4004
S -14.7200 13.9123 -11.0532
C -15.5938 12.4849 -10.3774
O -13.3905 13.5494 -11.4484
O -15.0028 15.0728 -10.2334
H -17.1462 14.9705 -14.5173
H -16.3710 13.4281 -14.7079
H -15.7758 14.8194 -15.6004
H -14.1597 14.4177 -13.8565
H -15.1534 15.7820 -13.3006
H -16.6462 12.7553 -10.3007
H -15.2031 12.0426 -9.4696
H -15.5431 11.8054 -11.2305
C -8.4249 18.8280 -1.9668
C -9.0487 17.5888 -2.5985
O -9.6659 16.7814 -1.6083
S -9.7636 15.1617 -1.9089
C -10.6327 15.2129 -3.4783
O -8.4432 14.6603 -2.1172
O -10.5991 14.5761 -0.9080
H -9.0438 19.2012 -1.1518
H -8.2905 19.5763 -2.7478
H -7.4364 18.6265 -1.5474
H -9.7925 18.0396 -3.2631
H -8.3223 17.0945 -3.2438
H -10.2026 15.8731 -4.2278
H -11.6354 15.6088 -3.3183
H -10.6509 14.1920 -3.8534
C -16.1478 18.0404 -4.4985
C -16.4220 19.2409 -5.3293
O -15.6885 20.3651 -4.7895
S -15.8283 21.8070 -5.5033
C -14.0731 21.9153 -5.9833
O -16.7054 21.6897 -6.6433
O -16.1014 22.7796 -4.4886
H -16.4958 18.2958 -3.4915
H -15.0882 17.7908 -4.4666
H -16.6936 17.1294 -4.7391
H -16.0613 19.1758 -6.3604
H -17.4941 19.4462 -5.3231
H -14.0222 21.1871 -6.7913
H -13.3770 21.7279 -5.1776
H -13.8001 22.8750 -6.4237
C -13.5831 17.6886 -8.7194
C -12.2553 17.0920 -9.1586
O -11.8765 16.0775 -8.2392
S -10.3180 15.8869 -7.8513
C -9.6980 15.0884 -9.4014
O -9.6605 17.1579 -7.7305
O -10.2758 14.9656 -6.7601
H -13.9783 18.3321 -9.5095
H -13.3800 18.2956 -7.8361
H -14.3443 16.9180 -8.6315
H -12.3528 16.7810 -10.2109
H -11.4610 17.8203 -9.3650
H -10.5069 14.8733 -10.0913
H -9.1054 14.2285 -9.1053
H -9.0405 15.8703 -9.7769
C -6.4451 10.1307 -10.0462
C -7.8637 10.3591 -10.5751
O -8.6277 9.1748 -10.3333
S -10.2501 9.3728 -10.1768
C -10.2934 9.2799 -8.3742
O -10.6330 10.7205 -10.5436
O -10.8389 8.2593 -10.8669
H -5.9203 9.4745 -10.7420
H -6.4937 9.4936 -9.1566
H -5.9146 11.0316 -9.7563
H -8.2982 11.2116 -10.0512
H -7.8038 10.6075 -11.6339
H -9.2896 9.4265 -7.9925
H -10.6068 8.2622 -8.1485
H -11.0047 10.0440 -8.0786
C -11.4041 21.3281 -8.3610
C -10.8325 21.8220 -7.0386
N -11.1014 21.0633 -5.8317
C -10.4498 21.6732 -4.7050
C -10.9146 23.0725 -4.2357
C -11.0527 19.6279 -5.9798
C -11.9214 18.8884 -4.9763
H -11.3733 22.1338 -9.0872
H -12.4318 20.9722 -8.2293
H -10.8890 20.4164 -8.6694
H -9.7375 21.8592 -7.2130
H -11.0688 22.8868 -6.9529
H -10.5819 21.0780 -3.7949
H -9.3605 21.6616 -4.8935
H -10.5031 23.8098 -4.9242
H -11.9958 23.1413 -4.3669
H -10.6654 23.1488 -3.1842
H -10.0031 19.2954 -5.9374
H -11.4333 19.3331 -6.9561
H -11.7780 17.8107 -5.0957
H -12.9875 19.0987 -5.0960
H -11.7296 19.1113 -3.9235
C -14.6927 9.8686 -1.1919
C -14.6426 8.6743 -2.1572
N -15.8284 7.8347 -2.1208
C -17.0187 8.5187 -2.6087
C -17.1383 8.5151 -4.1473
C -15.6231 6.4641 -2.5812
C -14.6228 5.7340 -1.6942
H -15.3548 10.6868 -1.4674
H -13.6952 10.3101 -1.1492
H -14.9792 9.4621 -0.2207
H -14.4896 9.0983 -3.1673
H -13.7532 8.0822 -1.9512
H -17.9441 8.0866 -2.2221
H -16.9401 9.5254 -2.2110
H -16.1734 8.6931 -4.6212
H -17.4872 7.5458 -4.5134
H -17.8918 9.2182 -4.5054
H -15.3181 6.3945 -3.6300
H -16.5484 5.9225 -2.3740
H -14.7078 4.6480 -1.8253
H -14.8071 5.8643 -0.6290
H -13.5806 5.8929 -1.9803
C -13.4122 6.1690 -10.5119
C -13.9875 7.4565 -9.9188
N -14.3782 7.3233 -8.5099
C -15.1814 8.4662 -8.0753
C -16.6393 8.2276 -8.5551
C -13.1414 7.2647 -7.7059
C -13.3824 6.5300 -6.3795
H -14.0330 5.3049 -10.2787
H -12.3997 5.9647 -10.1615
H -13.2903 6.2988 -11.5883
H -13.2658 8.2471 -10.1807
H -14.8770 7.7691 -10.4752
H -15.2815 8.4650 -6.9926
H -14.8753 9.4466 -8.4593
H -16.8480 8.6700 -9.5293
H -16.9073 7.1746 -8.5909
H -17.2764 8.6992 -7.8015
H -12.7860 8.2984 -7.5970
H -12.3306 6.7062 -8.1739
H -14.0027 7.1339 -5.7205
H -12.3973 6.3725 -5.9098
H -13.6209 5.4662 -6.4165
C -14.0553 15.4118 -5.6610
C -14.4903 14.5799 -6.9071
N -14.3764 13.1535 -6.7305
C -15.2237 12.5841 -5.6983
C -15.7613 11.1809 -6.0418
C -13.0229 12.6438 -6.8540
C -12.7242 12.2134 -8.2779
H -14.9730 15.6779 -5.1373
H -13.5643 16.3332 -5.9755
H -13.4460 14.9185 -4.9032
H -15.5120 14.8576 -7.1807
H -13.9464 14.8765 -7.8022
H -16.1136 13.1780 -5.4917
H -14.5942 12.5783 -4.7951
H -16.6264 11.0378 -5.4025
H -14.9889 10.4098 -6.0343
H -16.0317 11.1206 -7.1013
H -12.3046 13.4250 -6.5663
H -12.8583 11.8526 -6.1157
H -12.9782 12.9900 -8.9995
H -11.6456 12.0838 -8.3944
H -13.3097 11.3086 -8.4514
C -19.4394 13.8385 -9.5207
C -19.5598 15.2623 -10.1100
N -20.1858 16.1762 -9.1588
C -21.4883 16.5865 -9.6532
C -22.5650 15.5079 -9.6036
C -19.3396 17.3774 -8.9652
C -18.1445 16.9872 -8.0868
H -19.3161 13.0936 -10.3034
H -20.3346 13.6518 -8.9209
H -18.7033 13.8159 -8.7120
H -18.5688 15.5856 -10.4459
H -20.1025 15.1981 -11.0608
H -21.8803 17.4156 -9.0609
H -21.4834 16.9532 -10.6926
H -22.6404 15.0729 -8.6007
H -23.5707 15.8827 -9.8059
H -22.4633 14.6344 -10.2533
H -19.9279 18.1421 -8.4626
H -19.0290 17.7264 -9.9554
H -18.4953 16.6022 -7.1252
H -17.5414 17.8401 -7.7677
H -17.5376 16.2162 -8.5594
*
```

Properties
Molecular weight, g mol⁻¹: 1126.77
Frontier orbital gap, eV: 8.140
LUMO, hartree: 0.004
ΔE to the lowest compared entry with this formula, charge and spin, eV: 2.233
Max |F|, eV/A: 2.41
SMILES string: CCOS(C)(=O)=O.CCOS(C)(=O)=O.CCOS(C)(=O)=O.CCOS(C)(=O)=O.CCOS(C)(=O)=O.CCN(CC)CC.CCN(CC)CC.CCN(CC)CC.CCN(CC)CC.CCN(CC)CC

Here are the Mulliken charges for atoms 1 to 2, given in e: atom 1 (C): -1.256, atom 2 (C): -0.155

=====

Density functional theory data (ωB97M-V with the def2-TZVPD basis set) for a molecular structure, C21H23AuN6O6S at a distorted geometry.

```
! wB97M-V def2-TZVPD RIJCOSX def2/J DEFGRID3
* xyz 2 3
Au 0.4456 0.5969 -1.3724
O -3.4594 -0.8217 -5.0244
C -4.2388 -0.4848 -4.0375
C -5.6379 -0.6591 -4.2084
C -6.5150 -0.2986 -3.2190
C -6.0316 0.2387 -2.0193
C -4.6638 0.3857 -1.8100
C -3.7487 0.0400 -2.7961
C -2.3076 0.2090 -2.5295
O -1.9012 0.5829 -1.4085
N -1.4863 -0.0526 -3.5557
N -0.2014 0.0730 -3.3248
C 0.6852 -0.0622 -4.2506
C 2.0742 0.0496 -3.9006
C 3.0979 0.0353 -4.8535
C 4.4158 0.1351 -4.4317
C 4.6830 0.1980 -3.0717
C 3.6119 0.2016 -2.1840
N 2.3585 0.1577 -2.5875
H -2.5098 -0.6233 -4.7979
H -5.9710 -1.0899 -5.1406
H -7.5770 -0.4270 -3.3694
H -6.7292 0.5314 -1.2522
H -4.2966 0.7743 -0.8710
H 0.3878 -0.2695 -5.2724
H 2.8591 -0.0440 -5.9034
H 5.2210 0.1571 -5.1505
H 5.6946 0.2451 -2.6997
H 3.7798 0.2239 -1.1176
C 2.1059 -3.4708 4.6361
C 0.8791 -2.6052 4.7515
S 1.1954 -1.0102 3.8873
O 0.8735 -1.2018 2.4923
O 2.4846 -0.4646 4.1776
C -0.0851 0.1611 4.5405
C 0.2122 1.5814 4.0606
N 0.7787 1.6008 2.7262
C 0.1372 1.2327 1.6038
N 0.9685 1.2324 0.5645
C 2.1885 1.5953 1.0311
C 2.0941 1.8207 2.3782
N 3.1577 2.2244 3.2555
O 4.2551 2.2244 2.7675
O 2.8598 2.5610 4.3749
C -1.2875 0.8767 1.5412
H 1.8740 -4.4715 5.0040
H 2.9243 -3.0636 5.2248
H 2.4219 -3.5640 3.5985
H 0.6256 -2.3719 5.7823
H 0.0260 -3.0206 4.2199
H -0.0461 0.1198 5.6242
H -1.0296 -0.2260 4.1698
H 0.9326 2.0595 4.7307
H -0.7108 2.1727 4.0542
H 3.0574 1.7001 0.4154
H -1.8416 1.2974 2.3746
H -1.3713 -0.2096 1.5688
H -1.7190 1.2165 0.6040
*
```

Properties
<S²>: 2.030
Molecular weight, g mol⁻¹: 684.49
Frontier orbital gap (alpha / beta), eV: 7.712 / 5.245
LUMO (alpha / beta), hartree: -0.253 / -0.343
ΔE to the lowest compared entry with this formula, charge and spin, eV: 0.732
Max |F|, eV/A: 2.66

Here are the natural (NBO) charges for atoms 1 to 2, given in e: atom 1 (Au): 1.181, atom 2 (O): -0.513